Formula: C84H196Cl6N8O8PZr
Source: the Open Molecules 2025 dataset
Level of theory: ωB97M-V with the def2-TZVPD basis set

```
304
Properties=species:S:1:pos:R:3:forces:R:3:lowdin_charge:R:1
Zr 20.84134 16.28509 22.81113 0.722 -0.121 -0.381 0.2323
C 16.63274 13.24306 21.61309 -0.636 0.979 0.595 -0.1292
C 16.03813 12.47190 20.42865 0.623 0.359 0.108 -0.2369
C 14.57088 12.88584 20.22516 -1.083 -1.506 1.191 -0.2747
C 14.49408 14.08506 19.34154 -0.512 1.484 -1.306 -0.2727
P 12.73973 14.68267 18.96025 -0.138 -1.294 -0.704 1.0701
C 11.88033 13.69904 17.59540 1.062 -0.028 0.169 -0.2365
C 10.66036 12.89060 18.01460 0.771 -1.114 -0.125 -0.2844
C 9.34245 13.65447 18.03610 0.387 -0.519 -0.267 -0.2563
C 8.23246 12.81126 18.69435 1.300 0.673 -0.630 -0.0737
C 11.83558 14.44477 20.49563 -0.045 0.955 0.141 -0.2807
C 12.31709 15.52842 21.52054 0.912 -1.607 0.691 -0.2063
C 11.44617 15.51120 22.80152 -1.065 0.042 -1.198 -0.2523
C 11.49825 14.18463 23.50343 -0.485 -0.520 1.088 -0.0969
C 12.87929 16.42865 18.53662 1.458 -1.006 -2.034 -0.3218
C 11.65258 17.26366 18.34817 0.129 0.137 -0.538 -0.2509
C 11.94007 18.78065 18.21289 -1.271 -1.475 1.586 -0.2309
C 10.63659 19.55970 18.35283 1.667 1.829 0.403 -0.0857
H 17.71577 13.36740 21.58653 -0.006 -0.159 -0.171 0.0230
H 16.37603 12.78900 22.60653 0.013 0.355 -0.903 0.0776
H 16.20967 14.29013 21.58806 0.484 -0.890 0.287 0.0575
H 16.22332 11.40860 20.61767 -0.478 0.091 -0.382 0.1140
H 16.58815 12.77310 19.51478 -0.121 -0.423 0.361 0.1102
H 14.08031 13.02144 21.24609 0.629 -0.007 -1.216 0.1164
H 13.94812 12.11073 19.70406 0.688 0.218 0.555 0.1319
H 15.00034 13.81061 18.40275 -0.478 0.129 -0.072 0.1045
H 15.06008 14.98156 19.65042 -0.268 -0.314 0.402 0.0967
H 12.62192 13.04847 17.10619 0.076 0.097 0.489 0.1003
H 11.60894 14.35876 16.79852 -0.158 0.947 -0.398 0.0816
H 10.96864 12.38118 18.92697 -0.637 0.091 0.610 0.0983
H 10.60393 12.01693 17.33418 -0.194 0.585 0.017 0.1355
H 9.10242 13.82224 16.95052 -0.027 0.279 1.071 0.1373
H 9.51009 14.61370 18.54834 -0.314 0.000 -0.241 0.0891
H 8.48367 12.51068 19.72072 -0.246 -0.050 -0.415 0.0882
H 8.05948 12.00501 18.01213 0.032 -1.089 0.106 0.0773
H 7.33479 13.35850 18.62479 -1.184 0.736 0.521 0.0635
H 12.11488 13.44607 20.83566 -0.306 0.061 -0.007 0.0720
H 10.75228 14.47402 20.31462 0.271 0.020 0.036 0.1032
H 12.46152 16.50639 21.03009 -0.259 -0.345 0.538 0.0930
H 13.32974 15.09332 21.84192 -0.874 1.126 -0.369 0.1116
H 10.37729 15.69920 22.58260 0.430 -0.080 -0.494 0.1246
H 11.64783 16.31666 23.46150 0.767 0.825 0.624 0.0896
H 11.44270 13.38582 22.77725 0.075 -0.401 -0.027 0.0627
H 10.60088 14.05384 24.14337 0.589 0.100 -0.250 0.1023
H 12.37573 14.03036 24.15178 -0.219 0.104 -0.361 0.0623
H 13.43148 16.38697 17.53894 -0.299 0.107 1.136 0.1365
H 13.59038 16.76834 19.25748 0.480 0.739 0.541 0.0648
H 10.95905 17.01108 19.11612 -0.787 0.303 0.851 0.1001
H 11.20687 16.91006 17.42817 -0.456 0.035 -0.292 0.1174
H 12.34603 18.92263 17.26334 0.941 0.398 -1.590 0.0860
H 12.67839 19.03231 18.97698 -0.039 0.371 -0.036 0.1058
H 9.84110 19.16629 17.77563 -0.755 -0.397 -0.572 0.0717
H 10.80838 20.62734 18.08625 -0.213 -0.708 -0.219 0.0936
H 10.37070 19.64067 19.38794 -0.485 -0.367 0.628 0.0697
C 21.72710 12.83866 33.27508 0.830 1.628 2.052 -0.0478
O 22.19702 13.67090 32.21715 0.549 0.171 0.276 -0.2277
C 22.68842 14.93927 32.68971 0.967 -1.701 -1.495 -0.1634
C 22.94191 15.68357 31.39338 1.830 1.265 0.976 -0.0873
N 23.55486 14.75123 30.37018 -1.806 -2.002 1.409 0.0508
H 24.52963 14.53704 30.58584 0.303 0.648 -0.264 0.1840
H 23.09085 13.84864 30.61738 -0.123 0.309 -0.195 0.1697
C 23.33660 15.12844 28.96250 0.884 -0.735 -0.365 -0.1101
C 24.27531 16.24447 28.79603 0.302 2.085 -0.575 -0.2467
O 25.58662 15.81750 29.14220 -2.063 -0.431 -0.628 -0.1830
C 26.46909 16.89212 29.15722 2.248 -0.850 -2.032 -0.0923
H 20.78950 13.28220 33.54064 -1.157 -0.813 0.103 0.0943
H 22.31649 13.01462 34.19965 0.171 0.046 -0.494 0.1074
H 21.83046 11.78374 33.14932 -0.496 -0.513 -0.968 0.0957
H 23.64356 14.80931 33.22033 -0.242 -0.189 0.061 0.1463
H 22.03010 15.47931 33.32940 -0.841 0.314 0.416 0.1344
H 23.71622 16.43508 31.64322 -0.508 -0.113 -0.379 0.1452
H 22.06483 16.21328 31.04622 -0.170 -0.361 -0.604 0.1385
H 22.33168 15.52650 28.89932 -0.296 -0.479 -0.430 0.1364
H 23.61329 14.30355 28.25400 -0.695 0.466 0.883 0.1656
H 23.90400 17.01152 29.52662 0.657 -0.011 -0.688 0.1307
H 24.19075 16.68622 27.76176 0.372 -0.410 0.893 0.1576
H 26.37895 17.51810 28.23574 -0.054 -0.308 0.693 0.1071
H 27.46535 16.38009 29.10697 -0.608 0.938 0.306 0.1164
H 26.35856 17.45712 30.03435 -0.028 1.017 1.208 0.0773
C 22.37522 11.59217 15.55755 0.629 0.355 -0.289 -0.0918
O 22.72584 10.32891 15.03333 -0.593 -1.434 0.038 -0.1913
C 21.66901 9.55828 14.44023 0.130 1.049 -0.030 -0.1788
C 21.30447 8.32692 15.24121 0.364 -0.364 -0.361 -0.0796
N 22.49507 7.52249 15.69737 0.852 1.928 -1.127 0.0804
H 23.00267 8.13393 16.35421 -0.213 -0.640 0.048 0.1848
H 22.26685 6.61618 16.07913 -0.441 -0.319 0.268 0.1717
C 23.47007 7.29846 14.55235 -0.979 -0.717 0.192 -0.0592
C 22.82540 6.46886 13.45890 -0.618 -0.143 -0.221 -0.2074
O 22.08777 5.51655 14.16075 -0.420 -1.532 -0.239 -0.2156
C 21.95927 4.28529 13.39800 -0.267 -0.584 0.459 -0.0383
H 21.96424 11.63475 16.56352 0.186 -0.628 0.427 0.0838
H 21.60077 12.03844 14.94861 0.117 0.488 -0.517 0.0826
H 23.34253 12.11490 15.52335 -0.695 0.387 0.085 0.1047
H 21.94890 9.24758 13.44006 0.395 0.172 -0.213 0.1213
H 20.78630 10.22165 14.30389 0.243 -0.703 0.221 0.1445
H 20.73605 7.66051 14.61443 -0.536 -0.177 0.002 0.1349
H 20.78629 8.62569 16.10888 -0.826 0.004 1.077 0.1225
H 24.25277 6.72515 14.98857 0.852 -0.306 0.226 0.1384
H 23.77900 8.26292 14.27796 0.745 1.111 -0.565 0.1085
H 23.57036 5.89335 12.91863 0.531 0.661 -0.429 0.1331
H 22.14447 6.98825 12.74050 0.743 0.067 0.410 0.1476
H 21.31122 4.37823 12.52451 -0.303 0.308 0.273 0.1014
H 21.58810 3.52674 14.09367 -0.196 0.290 -0.240 0.1027
H 22.89607 3.88323 12.99703 0.333 0.526 0.362 0.0992
C 24.53431 21.51790 17.48392 -0.712 0.613 -0.222 -0.0804
O 23.74758 20.59917 18.24046 0.681 -0.277 1.070 -0.2326
C 24.00542 20.61546 19.66569 -1.412 -0.201 -0.939 -0.1643
C 23.40080 19.29892 20.17994 -1.174 1.884 1.715 -0.1943
N 23.72979 18.10768 19.43514 1.457 -1.138 -0.702 0.0411
H 22.91122 17.46607 19.57155 0.586 -0.186 -0.176 0.0130
H 23.82472 18.36829 18.43505 -0.108 -0.034 0.397 0.1610
C 25.07021 17.41476 19.87183 0.129 1.521 -0.759 -0.0373
C 25.89979 16.93360 18.64036 -1.016 0.415 0.742 -0.1950
O 26.04528 17.96492 17.67579 -0.177 -0.229 1.030 -0.2132
C 27.33080 17.98536 17.06542 0.320 -0.082 -0.190 -0.0774
H 24.07620 22.54745 17.59004 0.699 -0.980 -0.376 0.1118
H 24.51986 21.14625 16.44463 -0.177 0.463 0.409 0.0948
H 25.57862 21.52545 17.79651 0.004 0.053 0.206 0.0865
H 23.40216 21.42169 20.13705 0.437 -0.288 -0.156 0.1360
H 25.04730 20.79114 19.91316 0.331 -0.235 -0.205 0.1224
H 22.28953 19.41928 20.16890 0.843 -0.222 -0.235 0.1011
H 23.62371 19.15759 21.25664 0.050 -0.097 -0.602 0.1188
H 24.76428 16.63175 20.51029 -0.317 -1.253 0.470 0.0742
H 25.59798 18.11028 20.55753 -0.224 -0.033 -0.861 0.1390
H 25.34455 16.12772 18.21704 -0.766 -0.687 -0.694 0.1133
H 26.80050 16.39955 18.96144 0.371 0.805 0.157 0.1304
H 28.09721 18.12366 17.86770 -0.308 -0.139 -0.812 0.1018
H 27.33658 18.85256 16.36591 0.117 -0.786 0.509 0.1052
H 27.47462 17.01927 16.51460 0.212 0.902 0.333 0.1069
C 15.23146 14.56570 24.55231 0.008 0.076 -1.131 -0.1299
O 16.15214 13.62704 25.03350 0.766 0.501 1.536 -0.1686
C 17.10609 14.28762 25.90797 -0.566 -0.181 -2.586 -0.1920
C 18.16273 13.33148 26.31738 -0.252 -0.277 0.622 -0.1078
N 18.83879 12.69704 25.15065 -1.719 -0.119 -0.438 0.0355
H 18.21505 11.98979 24.67186 0.615 0.554 0.842 0.1920
H 19.06340 13.37184 24.42101 0.000 0.586 -0.347 0.0503
C 20.09029 12.09135 25.57518 1.122 0.015 1.223 -0.1526
C 20.30312 10.84577 24.78410 0.658 1.716 -1.596 -0.2565
O 19.09068 10.18244 24.75836 0.422 -1.312 0.348 -0.1898
C 19.30717 8.79446 24.40066 -0.887 1.056 -0.557 -0.0270
H 15.73479 15.31386 23.94281 0.255 0.054 -0.307 0.0461
H 14.62048 15.13305 25.24052 -0.016 -0.227 1.046 0.0972
H 14.56332 14.00924 23.92492 -0.405 -0.175 -0.412 0.0649
H 16.58883 14.71944 26.73371 -0.270 0.295 0.906 0.1285
H 17.57954 15.08567 25.29694 -0.133 -0.105 0.368 0.0759
H 17.77810 12.52593 26.98633 0.430 0.539 -0.548 0.1683
H 18.91685 13.94718 26.81076 0.122 -0.343 0.221 0.1186
H 19.95809 11.76517 26.60706 0.101 0.440 0.198 0.1371
H 20.86732 12.89373 25.46597 -0.438 -1.022 0.194 0.1406
H 21.14255 10.26960 25.14277 0.165 -0.277 0.280 0.1368
H 20.54069 11.25198 23.79011 0.282 -0.705 -0.376 0.1042
H 18.32998 8.39688 24.51749 -0.683 -0.852 -0.031 0.0883
H 19.99715 8.29135 25.05909 0.349 0.021 0.203 0.0971
H 19.59693 8.74909 23.34638 0.200 -0.176 0.188 0.1024
C 19.86609 18.09025 9.71662 -0.939 1.490 1.548 -0.0683
C 19.21951 19.45446 10.16053 -0.761 -1.973 0.373 -0.2124
C 18.93924 19.49204 11.68822 0.109 0.447 -1.221 -0.1820
C 18.87421 20.96789 12.00919 0.995 -0.140 0.107 -0.1441
N 18.38192 21.19395 13.38733 0.955 0.989 0.469 -0.2543
C 16.92414 20.94143 13.43162 -0.425 -0.704 -0.868 -0.1160
C 16.38436 21.81661 14.51870 -0.808 0.746 0.549 -0.1329
C 17.45062 22.90328 14.82009 -0.270 -1.611 -0.627 -0.1136
C 18.50197 22.63394 13.75295 0.406 1.379 0.138 -0.0832
C 19.05414 20.40137 14.46374 -1.635 -1.216 0.354 -0.1607
C 20.53038 20.41261 14.60714 1.308 0.964 -0.281 -0.2263
C 20.91599 19.39733 15.65873 0.758 0.471 1.044 -0.0922
H 20.05877 18.12563 8.68137 0.413 -0.177 -1.169 0.0624
H 19.16410 17.31317 9.93526 -0.384 -0.709 -0.038 0.0639
H 20.77161 17.89344 10.30130 -0.027 0.161 -0.278 0.0771
H 18.23099 19.66955 9.68631 0.909 -0.342 -0.105 0.1329
H 19.89689 20.22213 9.88572 0.603 0.969 -0.196 0.0922
H 19.70021 18.92273 12.24785 -0.196 0.440 -0.142 0.1138
H 17.95618 19.07069 11.89459 0.053 -0.384 -0.038 0.1162
H 18.13623 21.51272 11.43332 0.030 -0.225 -0.646 0.1332
H 19.83517 21.47846 11.80302 -0.331 -0.293 0.613 0.1604
H 16.81169 19.89417 13.71602 -0.335 0.012 -0.654 0.1348
H 16.52552 21.18113 12.39603 0.258 -0.491 1.439 0.1729
H 16.11030 21.19914 15.39693 0.036 0.656 -0.388 0.1269
H 15.51495 22.31183 14.11267 -0.566 -0.059 0.301 0.1223
H 17.82061 22.73156 15.79416 0.747 -0.214 1.080 0.0948
H 17.09231 23.90126 14.85117 -0.450 0.846 -0.463 0.1174
H 19.50141 22.78494 14.17559 -0.128 0.241 -0.657 0.1304
H 18.32449 23.25373 12.84453 0.297 -0.500 0.603 0.1658
H 18.81304 19.35695 14.29009 -0.357 -0.176 -0.349 0.1281
H 18.45903 20.62760 15.36989 0.796 0.187 -0.151 0.1469
H 20.90132 21.43146 14.89148 0.003 -0.909 -0.468 0.1316
H 20.99954 20.02314 13.68220 -0.178 0.900 0.159 0.1259
H 21.97800 19.45900 15.95691 -0.367 0.162 -0.390 0.0787
H 20.76164 18.39091 15.30777 -0.344 -0.429 0.009 0.0790
H 20.36573 19.60581 16.57540 -0.184 -0.365 0.140 0.0817
C 15.07539 22.38559 27.58415 1.713 -0.814 1.716 -0.1084
C 14.29994 21.33495 26.80777 0.652 -0.448 0.222 -0.2100
C 15.16575 20.03472 26.56626 -1.374 1.367 -0.720 -0.1608
C 16.14943 20.29999 25.45716 -1.128 0.187 0.220 -0.1275
N 16.66941 19.01183 24.88781 1.921 0.736 -0.107 -0.2121
C 17.82383 19.37585 23.99682 0.190 0.888 -0.011 -0.1959
C 17.26866 19.62770 22.65843 -1.514 -0.160 -1.576 -0.1491
C 15.76686 19.15658 22.71215 1.067 0.183 0.692 -0.0964
C 15.72590 18.31661 24.00112 -0.696 0.754 -0.477 -0.0951
C 17.27145 18.17636 25.95086 0.278 -0.392 -0.070 -0.1473
C 18.24751 18.93571 26.78807 1.388 0.974 0.278 -0.2505
C 18.93102 18.07032 27.84106 -1.735 -0.054 0.347 -0.0876
H 14.55007 23.28601 27.84232 -0.416 0.393 -0.294 0.0728
H 16.06988 22.65038 27.17583 -0.591 0.085 -0.472 0.0630
H 15.40809 21.97599 28.58855 -0.683 0.157 -0.867 0.0975
H 14.01532 21.73219 25.82554 -0.144 -0.116 0.146 0.1077
H 13.37815 21.09442 27.35496 0.298 -0.053 -0.220 0.1214
H 14.47234 19.27954 26.20260 -0.049 -0.339 0.445 0.1098
H 15.72605 19.72161 27.42585 -0.316 -0.256 0.763 0.1024
H 16.99766 20.82437 25.86889 0.143 0.310 -0.345 0.1121
H 15.62067 20.92051 24.70942 0.748 -0.560 -0.119 0.1531
H 18.57327 18.62297 23.92029 0.277 -0.790 0.553 0.0168
H 18.24764 20.26722 24.41259 0.460 0.276 0.181 0.1189
H 17.75548 19.00664 21.91165 0.257 0.003 0.064 0.0793
H 17.39927 20.65246 22.34720 -0.248 0.349 -0.108 0.1187
H 15.59988 18.57131 21.84392 -0.467 -0.750 -0.638 0.0958
H 15.04658 19.94774 22.71146 -0.316 0.604 0.093 0.1036
H 16.17731 17.37159 23.77000 -0.046 -0.667 0.215 0.0535
H 14.76376 18.25903 24.52794 0.236 -0.299 -0.485 0.1404
H 17.77150 17.34001 25.47464 0.000 -0.137 -0.299 0.0783
H 16.48705 17.79563 26.55846 -0.768 -0.386 0.623 0.1301
H 17.73998 19.75700 27.28476 -0.077 -0.044 0.379 0.0925
H 19.05127 19.45001 26.21935 -0.495 -0.552 -0.120 0.1259
H 19.41650 18.75025 28.53487 0.478 -0.276 0.072 0.0678
H 19.56902 17.31708 27.38345 0.103 0.182 0.294 -0.0182
H 18.09843 17.59134 28.40895 0.763 -0.042 -0.123 0.0973
C 31.79306 16.00785 20.65309 2.234 0.064 0.788 -0.1005
C 31.05086 14.68888 20.63380 0.099 0.887 0.205 -0.2556
C 30.68645 14.04293 21.96648 0.570 -0.340 -0.072 -0.1692
C 31.89889 13.73613 22.82101 0.546 -3.134 -0.586 -0.1168
N 31.60535 12.92200 24.10094 -0.755 1.211 -0.087 -0.1897
C 32.94423 12.65115 24.79660 -1.741 -0.785 0.013 -0.0486
C 32.83600 11.20340 25.24858 -0.493 -0.480 0.156 -0.1231
C 31.97508 10.55051 24.16651 1.496 -0.577 -0.131 -0.1482
C 30.92981 11.55203 23.92420 -0.607 1.050 -0.649 -0.1075
C 30.72353 13.77537 25.04482 1.134 0.390 -0.201 -0.1135
C 31.15641 15.25560 25.06247 -1.414 0.080 0.608 -0.2091
C 30.38316 16.08890 26.14409 -0.625 0.029 -1.024 -0.0820
H 31.25345 16.81223 21.18298 0.237 -0.370 -0.173 0.0799
H 32.03074 16.33978 19.63941 -0.356 0.030 0.038 0.0788
H 32.84552 15.89272 21.10044 -1.509 0.281 -0.269 0.1023
H 31.52685 13.97393 20.00819 1.152 -0.769 -0.209 0.1080
H 30.21858 14.87845 20.00573 -1.660 0.058 -0.051 0.0904
H 30.28698 13.08106 21.69747 -0.651 -0.400 0.043 0.1012
H 29.95537 14.58094 22.56343 -0.217 0.261 -0.210 0.1090
H 32.48115 14.54248 23.12736 0.646 1.639 0.577 0.0957
H 32.66454 13.07758 22.30918 -1.120 0.597 -0.024 0.1666
H 33.01719 13.44176 25.51826 0.637 -0.008 0.483 0.1268
H 33.61653 12.74781 23.99705 1.505 0.156 -0.576 0.1144
H 32.38387 11.05077 26.21188 -0.355 0.395 0.580 0.1199
H 33.74899 10.65969 25.30134 1.095 0.076 0.046 0.1221
H 31.57063 9.55721 24.42412 0.279 0.474 -0.091 0.1465
H 32.66338 10.46206 23.30044 -0.721 -0.257 0.079 0.1406
H 30.20594 11.61557 24.70084 -0.674 -0.675 0.740 0.1136
H 30.36727 11.39326 22.99950 0.372 0.623 -0.096 0.1364
H 30.78537 13.35360 26.04806 -0.027 -0.326 -0.131 0.1411
H 29.71987 13.67668 24.65204 -0.295 0.093 0.111 0.1250
H 30.89742 15.58693 24.04088 0.495 0.650 0.751 0.0966
H 32.19239 15.44092 25.33281 0.315 -0.408 -0.569 0.1179
H 30.66069 15.88192 27.18108 -0.124 -0.472 -0.236 0.0802
H 29.28078 16.04178 25.98558 0.670 -0.215 0.348 0.0780
H 30.63470 17.13833 26.00936 0.114 0.092 -0.152 0.0731
C 21.44099 21.49419 29.36996 -0.619 0.001 0.203 -0.1015
C 20.27776 22.40508 28.97163 -1.594 -0.913 -0.421 -0.2504
C 20.45126 23.17212 27.65312 1.403 -0.997 -0.500 -0.1917
C 21.55874 24.26186 27.69164 -0.923 1.614 0.831 -0.0880
N 21.97757 24.93308 26.36740 -1.503 0.845 -0.304 -0.2003
C 22.38838 23.84637 25.44275 0.716 -1.070 0.867 -0.1464
C 23.42318 24.44809 24.48861 -1.040 -1.050 0.275 -0.1376
C 24.24752 25.26143 25.46232 -0.351 0.195 -0.026 -0.1321
C 23.20318 25.89272 26.41766 0.438 0.341 0.501 -0.0470
C 20.78953 25.70324 25.70649 -0.832 0.216 1.432 -0.0940
C 20.09340 26.76608 26.63741 2.585 -0.067 -0.913 -0.2177
C 18.93318 27.40507 25.91016 -0.834 -0.443 0.830 -0.0801
H 21.76249 20.76957 28.59154 -0.451 0.348 0.444 0.0829
H 21.25731 21.01241 30.34656 -0.118 -0.097 -0.633 0.0879
H 22.24888 22.14502 29.56974 1.357 0.527 0.174 0.0455
H 20.01182 23.13022 29.74092 0.142 -0.246 0.356 0.1177
H 19.33643 21.76517 28.80012 1.204 0.908 0.375 0.1218
H 19.48571 23.53331 27.38232 -0.595 0.745 -0.327 0.0975
H 20.68785 22.35433 26.94782 0.132 0.574 -0.205 0.1069
H 22.46695 23.87397 28.14092 0.182 -0.041 -0.114 0.1242
H 21.20129 25.10858 28.34482 0.511 -0.959 -0.522 0.1455
H 21.52464 23.33424 25.03523 -0.153 0.307 -0.334 0.1268
H 22.79365 23.13988 26.20148 0.518 -0.057 -1.163 0.1386
H 22.87336 25.04205 23.76987 0.080 0.481 -0.190 0.1131
H 23.88609 23.65033 23.89654 0.370 0.265 0.405 0.1267
H 24.85137 26.01684 24.98698 0.241 0.260 -0.071 0.1255
H 24.89590 24.60954 26.06194 -0.072 0.137 -0.281 0.1282
H 22.87018 26.95094 26.24062 0.227 -1.250 -0.321 0.1452
H 23.71265 25.92742 27.38659 -0.829 -0.236 0.247 0.1358
H 19.99287 24.98818 25.46718 0.524 -0.235 -0.092 0.1238
H 21.15901 26.15260 24.79388 0.184 0.018 -0.109 0.1291
H 20.89145 27.49571 26.91899 -0.781 -0.136 -0.190 0.1246
H 19.87085 26.25569 27.54632 -0.833 -0.176 0.643 0.0820
H 19.27366 27.97448 25.06460 -0.038 0.046 -0.552 0.0828
H 18.36083 28.07780 26.54520 0.333 0.236 0.210 0.0908
H 18.17038 26.64953 25.66179 0.428 0.124 -0.448 0.0868
Cl 20.91889 18.74797 22.55606 -0.156 -0.294 0.129 -0.0992
Cl 23.32626 16.09047 23.21024 -0.845 0.116 -0.050 -0.2402
Cl 20.43227 16.24514 25.30480 0.251 -0.149 -0.375 -0.1036
Cl 18.32844 16.25658 22.70501 -0.036 0.385 -0.179 -0.0329
Cl 20.42967 13.88914 22.54902 0.258 -0.513 0.316 -0.0752
Cl 21.38434 16.03534 20.26703 -0.132 0.461 0.484 -0.1591
```
Forces are in eV/Å.

The value obtained for the gap between HOMO and LUMO is 9.64 eV. Its charge is +7. For the total energy, the calculation gives -204231.0263 eV. Its spin multiplicity is 1. The calculation puts the HOMO energy at -19.24 eV.